Entry 1:
Computed, not measured: 17 unconnected molecules or ions with the total composition C52H88Cl8O39 in a non-equilibrium geometry, with ωB97M-V/def2-TZVPD.

Last column: Mulliken charge in e.
CARTESIAN COORDINATES (ANGSTROEM)
Cl -0.22036 -1.52845 6.39217  -0.19
C -0.80298 -1.57405 4.72867  0.26
C -0.97899 -3.00924 4.20771  -0.11
Cl 0.62590 -3.63142 3.66885  -0.21
H -0.35675 -0.84428 4.05308  -0.04
H -1.81402 -1.16812 4.69531  -0.04
H -1.62145 -2.94202 3.32974  -0.15
H -1.39852 -3.81318 4.81251  0.50
Cl 4.81105 -2.79446 5.83867  -0.19
C 3.36846 -1.81005 6.05367  0.41
C 3.39982 -1.10949 7.42415  -0.28
Cl 4.92316 -0.29825 7.78832  -0.16
H 2.49429 -2.42715 5.84606  0.19
H 3.33185 -1.07044 5.25383  -0.43
H 3.25618 -1.86121 8.20028  0.42
H 2.67856 -0.30136 7.54587  0.05
Cl 2.02105 1.40137 5.45504  -0.02
C 1.89060 2.84946 6.49174  -0.64
C 3.32625 3.12921 6.96373  -0.48
Cl 4.23796 4.02601 5.71425  -0.14
H 1.08489 2.74424 7.21827  0.48
H 1.67913 3.62072 5.75111  0.14
H 3.82392 2.26903 7.41151  0.13
H 3.21504 3.85873 7.76593  0.50
Cl -1.46296 3.82713 6.74420  -0.24
C -1.70519 2.84443 5.23682  -0.02
C -1.18161 3.74833 4.08344  -0.18
Cl -1.30472 2.66746 2.68917  -0.03
H -2.73913 2.49947 5.24561  0.43
H -1.00442 2.01676 5.34636  -0.13
H -0.10789 3.93594 4.08773  -0.25
H -1.74181 4.64791 3.82841  0.45
C 6.77226 2.15950 3.81450  0.39
C 5.80086 1.10672 4.15158  1.56
O 6.55629 0.13243 4.79973  -0.35
C 7.74792 0.57116 5.07050  0.56
O 8.66465 0.00194 5.58059  -0.60
O 7.80696 1.83482 4.68499  -0.43
H 6.27562 3.08586 4.10313  0.13
H 7.10700 2.12274 2.77783  -0.06
H 5.46990 0.60679 3.24129  -0.62
H 5.03937 1.53687 4.80212  -0.63
C -1.22177 -2.84560 -2.74430  -0.16
C -1.99007 -1.77333 -3.47829  -0.13
O -1.02986 -0.81321 -3.64906  -0.39
C 0.15222 -1.10956 -3.02939  0.15
O 1.09430 -0.35885 -2.77756  -0.56
O 0.07303 -2.30798 -2.63982  0.07
H -1.23733 -3.81994 -3.23268  0.40
H -1.59102 -3.03645 -1.73667  -0.05
H -2.78552 -1.37137 -2.85078  0.16
H -2.31962 -2.10128 -4.46416  0.29
C -4.71543 -7.16916 -1.04319  -0.39
C -4.08270 -5.77595 -1.40673  -0.13
O -4.62337 -4.92996 -0.40246  -0.11
C -5.24963 -5.72747 0.54028  0.47
O -5.75892 -5.31629 1.53601  -0.49
O -5.11715 -7.01373 0.21639  -0.34
H -3.98780 -7.98045 -1.02183  0.29
H -5.57082 -7.43425 -1.66459  0.26
H -4.40348 -5.48040 -2.40566  0.29
H -3.00127 -5.90766 -1.37129  0.16
C 4.48402 5.40896 2.04234  -0.30
C 3.23900 5.56263 2.78150  -0.61
O 2.60066 4.27260 2.75768  -0.06
C 3.43452 3.38589 2.23054  0.11
O 3.21276 2.21606 2.23017  -0.09
O 4.45164 4.04498 1.75226  -0.23
H 5.33627 5.71663 2.64823  0.24
H 4.51432 5.93088 1.08589  0.29
H 2.60184 6.28890 2.27686  0.30
H 3.30011 5.91054 3.81268  0.40
C -3.19681 5.61344 -1.27615  -0.26
C -1.69009 5.41263 -1.13826  -0.46
O -1.45456 4.05497 -1.41750  0.13
C -2.46808 3.62539 -2.10637  0.43
O -2.66162 2.52478 -2.53205  -0.54
O -3.30789 4.68351 -2.31230  -0.41
H -3.46359 6.63340 -1.55293  0.34
H -3.80547 5.36451 -0.40686  0.19
H -1.25917 5.68656 -0.17526  0.34
H -1.10152 5.97867 -1.86026  0.29
C 1.75530 3.52320 -3.39975  -0.53
C 2.68876 2.64428 -2.60978  0.77
O 2.89964 3.29057 -1.35131  -0.01
C 2.20650 4.47209 -1.32991  0.40
O 2.16584 5.27740 -0.41977  -0.59
O 1.63362 4.64594 -2.53890  -0.37
H 0.81078 3.06801 -3.69771  0.21
H 2.26402 3.83478 -4.31201  0.37
H 3.64252 2.66317 -3.13713  0.38
H 2.33477 1.61778 -2.51436  -0.47
C 1.10852 0.25786 0.48820  0.93
C 0.35919 1.46617 -0.14106  0.56
O -0.91852 0.96649 -0.28140  0.10
C -1.09880 -0.16160 0.38603  0.35
O -2.14476 -0.81776 0.40318  -0.72
O 0.05672 -0.65969 0.80522  0.03
H 1.56830 0.71590 1.36393  0.01
H 1.90066 -0.09956 -0.16973  -0.60
H 0.69541 1.78051 -1.12911  -0.81
H 0.32096 2.32635 0.52732  0.09
C -4.95503 -2.01984 2.33121  0.71
C -5.00467 -3.07864 3.43097  -0.32
O -4.87180 -2.28129 4.60866  -0.37
C -5.07801 -1.04244 4.34448  0.46
O -5.30417 -0.13918 5.17547  -0.67
O -5.14127 -0.82410 2.99881  -0.16
H -5.79367 -2.23103 1.66775  -0.08
H -4.04344 -1.98970 1.73437  -0.14
H -4.26909 -3.87396 3.31054  0.30
H -5.95890 -3.59348 3.54274  0.32
C 6.01310 2.08512 -0.62939  0.19
C 6.80973 0.94506 -0.04061  -0.53
O 6.05803 0.19021 0.82133  -0.42
C 5.03245 -0.55247 0.42314  0.62
O 4.66223 -0.63775 -0.77451  -0.45
O 4.49336 -1.12673 1.52892  -0.13
C 3.71631 -2.27028 1.30654  -0.54
H 6.60626 2.69794 -1.30815  0.58
H 5.69076 2.73647 0.18297  -0.41
H 5.14487 1.80743 -1.22702  -0.34
H 7.69118 1.34146 0.46339  0.51
H 6.99890 0.42020 -0.97701  0.32
H 2.84436 -2.04774 0.69149  -0.04
H 3.35200 -2.63391 2.26734  0.32
H 4.24456 -3.04788 0.75482  0.35
C 5.21540 -4.05547 -3.90914  -1.31
C 4.08745 -3.93575 -2.88218  0.57
O 3.06898 -4.86738 -3.17741  -0.33
C 1.99807 -5.12757 -2.33719  0.65
O 1.03138 -5.82310 -2.61495  -0.63
O 2.08672 -4.48088 -1.16549  -0.12
C 1.03761 -4.54089 -0.14689  -0.22
H 5.62624 -5.06381 -3.95980  0.40
H 6.04566 -3.40043 -3.64517  0.33
H 4.75208 -3.81952 -4.86714  0.35
H 3.56076 -2.99234 -3.02590  0.01
H 4.43429 -3.83659 -1.85360  0.01
H 1.34805 -3.95373 0.71738  -0.12
H 1.19677 -5.57420 0.16138  0.42
H -0.00057 -4.41817 -0.45546  0.03
C -9.72537 0.15646 -1.12587  -0.81
C -8.75839 1.32748 -0.96575  -0.27
O -7.63928 0.93329 -0.13886  -0.23
C -6.57247 1.77509 -0.05252  0.54
O -6.50277 2.85808 -0.64016  -0.62
O -5.68940 1.24223 0.83469  -0.04
C -4.57905 2.07996 1.11947  -0.19
H -10.62707 0.35933 -1.70369  0.39
H -9.94308 -0.23032 -0.13032  0.26
H -9.30217 -0.61241 -1.77227  0.00
H -9.20179 2.04080 -0.27100  0.38
H -8.40214 1.72498 -1.91611  0.34
H -4.98614 2.98649 1.56733  0.42
H -3.97526 2.53150 0.33229  -0.05
H -3.86261 1.54859 1.74594  -0.09
C 5.26888 0.94306 -9.21409  -1.12
C 4.35842 -0.02640 -8.47872  -0.19
O 4.83288 -0.48270 -7.20844  -0.34
C 4.52260 0.17721 -6.06333  0.60
O 3.68582 1.03376 -5.95640  -0.54
O 5.07891 -0.43637 -5.02262  -0.35
C 5.00825 0.01045 -3.70638  -0.25
H 4.81088 1.40205 -10.09026  0.36
H 6.22081 0.50479 -9.51384  0.31
H 5.58365 1.79001 -8.60441  0.31
H 4.17972 -0.91850 -9.07899  0.30
H 3.37034 0.43292 -8.45001  0.30
H 4.01393 0.15292 -3.28315  -0.01
H 5.57080 0.94381 -3.68463  0.48
H 5.58204 -0.71010 -3.12356  0.12
C -7.98862 -1.09911 -6.70733  -1.12
C -7.92965 -2.63694 -6.48130  -0.17
O -7.23336 -2.87704 -5.22856  -0.34
C -7.75832 -2.43349 -4.07124  0.66
O -8.92463 -1.99871 -3.82766  -0.63
O -6.89129 -2.52360 -3.07671  -0.31
C -7.00830 -1.79605 -1.88101  -0.56
H -8.35285 -0.97534 -7.72720  0.37
H -7.08750 -0.49560 -6.59843  0.30
H -8.75098 -0.72201 -6.02564  0.32
H -7.41049 -3.04805 -7.34708  0.34
H -8.94727 -3.01353 -6.37770  0.27
H -6.20595 -1.98764 -1.16853  0.09
H -7.85218 -2.04749 -1.23856  0.38
H -7.02368 -0.74470 -2.16830  0.34

Its HOMO-LUMO gap is 10.4 eV. As for the LUMO energy: 0.2 eV. As for the total energy: -235380.917 eV. Its spin multiplicity is 1.

---

Entry 2:
Computed, not measured: a molecular structure, C52H89As2F12N7O3 in a non-equilibrium geometry, with ωB97M-V/def2-TZVPD.

Last column: Mulliken charge in e.
CARTESIAN COORDINATES (ANGSTROEM)
C 11.64484 -3.29326 14.81247  -0.87
N 10.70772 -2.36937 14.12649  0.08
C 10.48759 -1.15310 14.61451  -0.18
C 9.61968 -0.29908 13.94903  -0.93
C 8.95816 -0.74098 12.80832  0.88
C 9.18487 -2.02837 12.37430  -0.47
C 10.08561 -2.86342 13.02767  -0.69
C 7.99848 0.12685 12.09605  0.36
C 6.71594 -0.32880 11.78396  -0.59
C 5.77282 0.57013 11.29310  -0.51
N 6.15363 1.82478 10.93727  0.12
C 7.37489 2.29399 11.23251  -0.41
C 8.29863 1.44464 11.77722  -0.69
C 5.16115 2.75543 10.32814  -0.84
H 12.51227 -3.42330 14.16604  0.38
H 11.06313 -4.18703 15.02894  0.27
H 12.08018 -2.78134 15.66843  0.35
H 10.88352 -0.83865 15.56913  0.44
H 9.61164 0.74385 14.23605  0.59
H 8.69901 -2.48902 11.52368  0.63
H 10.20691 -3.90041 12.75346  0.61
H 6.38320 -1.28181 12.18018  0.41
H 4.76730 0.25086 11.05112  0.84
H 7.63734 3.33320 11.09386  0.47
H 9.25440 1.85727 12.07630  0.59
H 5.68064 3.52414 9.76507  0.37
H 4.59366 3.11458 11.18401  0.37
H 4.51624 2.23519 9.62485  0.22
C 0.09906 -0.38748 16.12921  -0.78
N 1.40751 -1.06142 16.26583  0.31
C 2.27256 -0.68603 17.20999  -0.40
C 3.48003 -1.29750 17.51416  -0.70
C 3.77887 -2.45553 16.77815  0.10
C 2.94501 -2.80610 15.73430  -0.19
C 1.76009 -2.15607 15.52932  -1.36
C 4.99730 -3.26675 17.02603  0.79
C 4.91013 -4.64411 17.28144  -0.50
C 6.06517 -5.39656 17.48578  -0.74
N 7.27987 -4.86628 17.24130  0.24
C 7.40387 -3.56239 16.95689  -0.53
C 6.28881 -2.75087 16.95881  -0.60
C 8.49760 -5.70553 17.41484  -0.50
H -0.66409 -0.90081 16.70543  0.32
H -0.20499 -0.34819 15.07999  0.29
H 0.19915 0.67608 16.33842  0.35
H 2.01570 0.16593 17.82954  0.44
H 4.27493 -0.89617 18.12433  0.56
H 3.14174 -3.59433 15.01969  0.84
H 1.02996 -2.38356 14.75613  0.56
H 3.97503 -5.15665 17.46171  0.83
H 6.10754 -6.40908 17.85841  0.75
H 8.40931 -3.19474 16.82699  0.45
H 6.43586 -1.70834 16.70780  0.51
H 8.86999 -5.62477 18.43037  0.35
H 9.19849 -5.30700 16.68165  0.02
H 8.25584 -6.68657 17.01658  0.27
C 1.97353 -7.24255 14.06934  -1.05
C 2.76684 -7.15107 15.39893  0.31
C 4.05025 -7.97323 15.46152  1.28
C 3.76715 -9.42715 15.89526  -1.20
N 4.64422 -10.46208 15.26226  0.55
C 6.16468 -10.17119 15.38995  -0.10
C 6.74857 -11.44689 16.02536  -0.51
C 5.78105 -12.56252 15.66205  -0.67
C 4.46314 -11.80351 15.93507  -0.61
C 4.30761 -10.66454 13.77684  -1.02
H 0.90571 -7.16364 14.26671  0.36
H 2.15912 -8.06506 13.37997  0.27
H 2.19891 -6.31983 13.53007  0.10
H 2.12727 -7.50409 16.21245  0.65
H 3.04034 -6.11004 15.56975  -0.82
H 4.75783 -7.51440 16.15872  -0.79
H 4.60057 -7.89715 14.51741  -0.06
H 2.69562 -9.61774 15.79994  0.60
H 3.83551 -9.48237 16.98494  0.30
H 6.50839 -9.99227 14.37221  0.17
H 6.29669 -9.21375 15.88671  0.08
H 7.70187 -11.66839 15.54887  0.35
H 6.73567 -11.29094 17.10163  0.33
H 5.86744 -12.91793 14.63583  0.29
H 5.85377 -13.45361 16.28197  0.42
H 3.56301 -12.30134 15.58155  0.38
H 4.38768 -11.61946 17.00535  0.43
H 5.06704 -11.35896 13.42296  0.54
H 4.50863 -9.72829 13.26348  0.17
H 3.32301 -11.10748 13.67649  0.33
C 8.19008 -3.04749 7.43999  -1.53
C 7.44676 -3.86575 8.53453  0.51
C 6.46276 -4.97133 8.04274  -0.08
C 5.90718 -5.78426 9.23989  -0.20
N 6.65731 -7.08325 9.49898  0.50
C 6.49749 -8.05997 8.34882  -0.66
C 6.58115 -9.49057 8.88152  -1.02
C 6.26376 -9.34226 10.36631  -0.62
C 5.96926 -7.85102 10.62976  -0.21
C 8.10277 -6.87666 9.77170  -0.98
H 7.58104 -2.61789 6.64544  0.20
H 8.90016 -3.73840 6.98608  0.44
H 8.67165 -2.22641 7.96847  0.40
H 6.94156 -3.11882 9.15511  -0.18
H 8.21158 -4.27558 9.19577  0.16
H 7.10859 -5.60848 7.43417  0.41
H 5.68933 -4.53478 7.41968  -0.35
H 4.87189 -6.05422 9.05581  0.49
H 6.03903 -5.17136 10.12910  -0.12
H 7.16535 -7.84903 7.51652  0.50
H 5.49111 -8.02137 7.92366  0.40
H 7.61969 -9.79003 8.71707  0.30
H 6.00101 -10.16839 8.26240  0.40
H 7.07671 -9.66414 11.01667  0.48
H 5.46510 -10.05001 10.59467  0.33
H 6.38249 -7.60548 11.60937  -0.03
H 4.91768 -7.57286 10.64511  0.41
H 8.68923 -7.76542 10.00372  0.39
H 8.06122 -6.35421 10.73255  0.37
H 8.61935 -6.33151 8.98944  0.37
C 4.18239 2.00659 2.69752  -1.18
C 4.65991 0.54125 2.65604  -0.71
C 3.79943 -0.37375 3.52954  -0.48
C 4.10997 -0.21983 5.02083  -0.77
N 3.53768 -1.41834 5.82986  0.58
C 2.02664 -1.59840 5.70326  -0.39
C 1.54144 -2.14603 7.02733  -1.31
C 2.64596 -1.89509 8.08639  0.12
C 3.70121 -1.10402 7.31887  -0.85
C 4.28597 -2.67844 5.48697  -1.27
H 4.27631 2.46321 1.71267  0.37
H 4.86118 2.60119 3.31331  0.28
H 3.15652 2.14305 3.03514  0.33
H 5.72689 0.46390 2.87467  0.39
H 4.63874 0.21470 1.61530  0.40
H 4.09262 -1.39582 3.25821  0.26
H 2.73237 -0.37896 3.31026  0.42
H 3.57860 0.69171 5.29641  0.46
H 5.17000 -0.24628 5.25328  0.34
H 1.88274 -2.30335 4.88847  0.38
H 1.83724 -0.54808 5.48672  0.51
H 1.36528 -3.21932 7.06856  0.39
H 0.63462 -1.66097 7.38199  0.39
H 3.07824 -2.81149 8.47330  -0.16
H 2.28711 -1.20877 8.84799  0.43
H 4.70282 -1.29629 7.71738  0.52
H 3.67246 -0.01753 7.42230  0.26
H 5.35403 -2.59226 5.65839  0.27
H 4.00640 -3.00477 4.48889  0.44
H 3.87784 -3.45194 6.14081  0.49
As -1.83075 -3.28191 12.80870  2.02
F -2.08376 -4.78039 11.96074  -0.49
F -0.75288 -3.99869 14.01107  -0.48
F -1.47409 -1.65956 13.51283  -0.51
F -2.82215 -2.47824 11.60625  -0.51
F -3.18753 -3.50129 13.86699  -0.47
F -0.46690 -3.00257 11.71993  -0.52
As 3.69016 -3.34946 11.84032  2.17
F 4.33149 -2.33735 13.17911  -0.49
F 4.45391 -4.76805 12.53518  -0.51
F 3.11295 -4.30731 10.48336  -0.45
F 2.97141 -1.89242 11.19336  -0.59
F 5.11394 -2.98187 10.86081  -0.61
F 2.19363 -3.63660 12.67684  -0.48
O 6.75464 -4.49139 13.80753  0.61
C 7.65868 -5.52943 13.92668  0.52
O 8.83325 -5.32797 14.35288  -0.76
O 7.22822 -6.65341 13.55476  -0.76
H 6.19195 -5.02539 13.20584  -0.23

Its HOMO-LUMO gap is 6.5 eV. The value obtained for the energy above the lowest of the compared OMol25 structures with the same formula, charge and spin is 0.000 eV. As for the LUMO energy: -10.0 eV. As for the total energy: -226199.264 eV. Its spin multiplicity is 1. The charge is +4.